C10H21BO3 | wB97M-V/def2-TZVPD

Its spin multiplicity is 1. As for the energy: -644.2387 a.u.

Last column: Mulliken charge in e.
Atoms and positions in Å:
C: 2.93 2.33 3.02  -0.7482
C: 1.65 2.52 2.82  -0.2467
C: 1.06 2.95 1.50  0.2578
C: -0.19 3.92 1.81  -1.3388
O: 0.58 1.51 0.71  -0.2889
B: 0.80 1.27 -0.62  0.6076
O: 1.32 2.18 -1.56  -0.5185
O: 0.51 0.01 -1.05  -0.5663
C: 0.02 -0.97 -0.28  0.0400
C: 1.05 -1.62 0.62  -1.6881
C: -0.84 -1.90 -1.18  2.0958
C: -1.99 -1.01 -1.77  -1.5291
C: -0.06 -2.56 -2.31  -1.6586
C: -1.37 -2.93 -0.18  -1.9006
H: 3.44 1.99 3.94  0.2549
H: 3.56 2.43 2.22  0.2994
H: 0.95 2.38 3.60  0.2922
H: 1.71 3.32 0.72  0.3993
H: -0.72 3.42 2.55  0.3963
H: 0.22 4.91 2.07  0.3335
H: -0.79 3.94 0.91  0.3476
H: 0.81 2.01 -2.36  0.2816
H: -0.73 -0.61 0.47  0.2954
H: 1.68 -2.35 0.10  0.3792
H: 1.79 -0.86 0.89  0.3378
H: 0.63 -2.14 1.49  0.3637
H: -2.32 -0.29 -0.94  0.2587
H: -2.84 -1.73 -1.95  0.4131
H: -1.54 -0.53 -2.67  0.3706
H: -0.66 -2.55 -3.27  0.3387
H: 0.31 -3.59 -2.12  0.3425
H: 0.78 -1.99 -2.36  0.4555
H: -1.89 -3.69 -0.77  0.5036
H: -0.40 -3.53 0.06  0.3896
H: -1.87 -2.47 0.62  0.4295

C4H40N3O14 | wB97M-V/def2-TZVPD

Its charge is +1. Its spin multiplicity is 1. As for the energy: -1393.6073 a.u.

Last column: Mulliken charge in e.
Atoms and positions in Å:
C: -0.84 1.97 0.56  -0.2329
C: -2.35 1.96 0.44  -0.4767
C: -3.03 0.81 -0.32  -0.9664
N: -1.59 0.83 -3.66  -0.5508
C: -2.46 0.55 -2.74  0.1021
N: -2.15 0.31 -1.39  0.1625
N: -0.55 0.93 1.65  0.2231
H: -0.42 3.03 1.15  0.3628
H: -0.43 1.94 -0.53  0.1606
H: -2.91 2.11 1.43  -0.0500
H: -2.62 2.85 -0.05  0.5322
H: -3.26 -0.07 0.32  0.2859
H: -4.00 1.20 -0.76  0.4392
H: -0.70 0.74 -3.85  0.2395
H: -3.51 0.90 -3.15  0.3336
H: -1.21 0.17 -1.05  -0.1866
H: 0.47 1.03 2.01  0.2386
H: -1.23 1.06 2.43  0.4116
H: -0.67 0.00 1.20  0.2161
H: 0.27 -2.51 -3.75  0.3099
H: 0.49 -1.00 -3.68  0.2462
O: 0.97 -1.83 -3.61  -0.6233
H: 2.14 -2.73 2.60  0.3203
H: 3.53 -3.06 3.21  0.2633
O: 2.88 -2.43 3.22  -0.5858
H: -3.00 -2.83 3.79  0.3235
H: -4.03 -1.94 3.32  0.2951
O: -3.40 -2.47 2.91  -0.6041
H: 2.22 2.42 2.37  0.3490
H: 2.41 0.98 2.10  0.2895
O: 1.98 1.50 2.59  -0.6431
H: -1.30 -2.11 -5.42  0.3396
H: -2.72 -1.66 -4.74  0.3149
O: -1.81 -2.00 -4.51  -0.6802
H: 1.06 -1.24 5.14  0.2249
H: 1.90 -0.90 4.01  0.3203
O: 1.06 -0.88 4.35  -0.5057
H: 2.75 3.15 -2.51  0.3079
H: 1.74 1.95 -2.49  0.2566
O: 1.83 2.85 -2.21  -0.6647
H: -0.69 -2.15 0.08  0.2450
H: -0.09 -2.23 1.52  0.1658
O: 0.02 -1.80 0.67  -0.4135
H: -2.22 2.66 4.51  0.2713
H: -3.38 2.72 3.60  0.3054
O: -2.43 2.31 3.64  -0.6101
H: 2.01 3.34 -0.07  0.2721
H: 3.27 2.74 0.11  0.2593
O: 2.34 2.69 0.52  -0.5203
H: 3.71 -0.13 -1.76  0.3195
H: 3.80 0.26 -3.41  0.2893
O: 3.17 0.29 -2.57  -0.6516
H: 0.37 -3.40 -1.61  0.2298
H: 0.02 -4.84 -1.46  0.3240
O: 0.64 -4.16 -1.06  -0.5810
H: 1.51 0.21 -2.09  -0.0113
H: 0.92 -1.02 -1.14  -0.0391
O: 0.91 -0.08 -1.38  0.3010
H: 2.82 -0.76 -0.18  0.3615
H: 2.46 -1.25 1.06  0.0811
O: 3.35 -1.01 0.66  -0.6968

C12H13BrFeO2 | wB97M-V/def2-TZVPD

Its charge is -2. Its spin multiplicity is 5. As for the energy: -4453.1707 a.u.

Last column: Löwdin spin population.
Atoms and positions in Å:
C: -2.24 -0.47 0.24  0.0364
C: -2.04 -0.98 1.57  0.0296
C: -1.94 0.15 2.47  0.0655
H: -2.03 -2.03 1.85  0.0036
C: -2.09 1.35 1.69  0.0325
C: -2.25 0.97 0.32  0.0654
H: -2.50 1.65 -0.48  0.0059
H: -2.39 -1.07 -0.65  0.0029
H: -1.97 0.14 3.55  0.0063
H: -2.27 2.33 2.11  0.0055
Fe: -0.38 0.14 1.00  3.4284
Br: 1.04 -0.23 -0.73  0.1771
C: 2.47 1.06 -3.73  0.0023
C: 1.37 1.85 -4.17  0.0008
C: 0.38 0.97 -4.70  0.0008
H: 1.32 2.94 -4.14  0.0000
C: 0.87 -0.36 -4.58  0.0015
C: 2.16 -0.31 -3.98  0.0025
H: 2.80 -1.16 -3.77  0.0002
H: 3.40 1.43 -3.30  0.0000
H: -0.57 1.27 -5.14  0.0000
H: 0.36 -1.27 -4.92  0.0000
C: 1.09 -1.11 4.90  0.0102
O: 0.61 -0.29 3.83  0.0172
C: 0.41 -0.96 2.68  0.0894
O: 0.75 -2.11 2.52  0.0105
H: 0.36 -1.90 5.15  0.0022
H: 1.20 -0.42 5.74  0.0016
H: 2.06 -1.58 4.66  0.0018